(i)
Entry from the Open Molecules 2025 dataset: a 5-piece molecular cluster, C2H13NO4 overall (ωB97M-V/def2-TZVPD).

Properties
- molar mass (u) = 115.129
- structure (SMILES) = C=CN.O.O.O.O
- gap between HOMO and LUMO (eV) = 9.23

XYZ file:
```
20
C2H13NO4 ωB97M-V/def2-TZVPD
C -1.0532 -1.7299 -0.0417
C 0.1610 -1.3998 0.4094
N 1.2462 -0.9880 -0.3542
H -1.2530 -1.8936 -1.0834
H -1.7586 -1.9117 0.7661
H 0.4166 -1.5080 1.4543
H 1.0575 -1.0024 -1.3454
H 1.7207 -0.1315 -0.1280
H -2.0236 0.3636 1.5663
H -1.5765 1.2645 2.7526
O -2.1069 1.2525 1.9506
H -2.4493 3.3117 1.0367
H -1.0508 3.7891 0.6045
O -1.9788 4.0433 0.6007
H 3.0882 -2.8957 -0.9153
H 3.1157 -4.3102 -1.4857
O 3.3019 -3.8096 -0.6859
H 1.1218 2.3293 -1.8874
H -0.3076 2.8625 -1.8692
O 0.3286 2.3639 -1.3449
```



(ii)
Entry from the Open Molecules 2025 dataset: a 4-piece molecular cluster, C2H13NO4 overall (ωB97M-V/def2-TZVPD).

Properties
- molar mass (u) = 115.129
- structure (SMILES) = CNCO.O.O.O
- gap between HOMO and LUMO (eV) = 10.47

XYZ file:
```
20
C2H13NO4 ωB97M-V/def2-TZVPD
C 0.8166 -1.1246 1.1470
N 1.4468 0.2115 0.9442
C 0.4082 1.2913 0.9275
O -0.4596 1.2177 2.0355
H 0.0306 -1.3305 0.4106
H 1.7362 -1.8524 1.2247
H 0.2590 -1.1648 2.0867
H 1.9038 0.3819 1.8327
H -0.2212 1.1284 -0.0186
H 0.8861 2.2753 0.9718
H -1.1168 1.9169 2.0943
H -0.1555 -1.1888 -2.2274
H -1.6271 -0.9159 -1.9956
O -1.0074 -1.6042 -2.4122
H -2.3104 -0.0057 0.2520
H -3.6528 -0.2054 -0.5230
O -2.6502 -0.1056 -0.6195
H 2.5446 0.6481 -2.3837
H 1.4448 0.2824 -1.4073
O 1.7244 0.1444 -2.3398
```



The data favor (i); the next most stable structure lies 11.0 kJ/mol above it.



(i)
Entry from the Open Molecules 2025 dataset: a 5-piece molecular cluster, C2H13NO4 overall (ωB97M-V/def2-TZVPD).

Properties
- molar mass (u) = 115.129
- structure (SMILES) = C=CN.O.O.O.O
- gap between HOMO and LUMO (eV) = 8.71

XYZ file:
```
20
C2H13NO4 ωB97M-V/def2-TZVPD
C 1.5064 -2.8346 -1.7961
C 1.2650 -1.8218 -0.9427
N 0.0972 -1.5142 -0.3086
H 0.7673 -3.6102 -1.9514
H 2.3537 -2.7934 -2.4545
H 2.1351 -1.2539 -0.6346
H -0.7250 -1.9615 -0.6610
H 0.0597 -0.7358 0.3258
H -0.2661 -0.8870 -2.9028
H 0.1276 0.3503 -3.6762
O -0.5743 0.0024 -3.1106
H -2.2447 0.6244 3.9637
H -3.2835 0.0019 4.8072
O -2.6192 0.7047 4.8510
H 0.8519 2.2189 3.2475
H 0.2431 1.9769 1.8880
O 0.0121 2.0121 2.8241
H 1.1833 2.8675 -2.5395
H 0.0438 1.8670 -2.3135
O 0.8603 2.2032 -1.9256
```



(ii)
Entry from the Open Molecules 2025 dataset: a 5-piece molecular cluster, C2H13NO4 overall (ωB97M-V/def2-TZVPD).

Properties
- molar mass (u) = 115.129
- structure (SMILES) = C=NC.O.O.O.O
- gap between HOMO and LUMO (eV) = 10.65

XYZ file:
```
20
C2H13NO4 ωB97M-V/def2-TZVPD
C -1.2417 -1.2519 -1.0048
C -1.4864 -1.9747 1.2285
N -0.8064 -1.9506 0.1728
H -2.0866 -1.6999 -1.5414
H -0.5082 -1.3548 -1.8003
H -1.3982 -0.1809 -0.9035
H -1.1539 -2.6875 1.9786
H -2.4811 -1.5443 1.3733
H 1.8010 -0.4362 1.9822
H 2.9537 0.6846 1.7569
O 2.1354 0.4369 2.1813
H 1.0284 -1.1467 -0.9166
H 2.3584 -1.7282 -0.7371
O 1.9473 -0.9590 -1.1442
H 1.1151 1.8302 -1.2932
H 0.6777 1.6615 -2.8438
O 0.4259 1.9060 -1.9553
H -1.9572 2.7401 0.0040
H -2.3331 2.4517 1.3191
O -1.5734 2.8644 0.8890
```



(iii)
Entry from the Open Molecules 2025 dataset: a 4-piece molecular cluster, C2H13NO4 overall (ωB97M-V/def2-TZVPD).

Properties
- molar mass (u) = 115.129
- structure (SMILES) = CNCO.O.O.O
- gap between HOMO and LUMO (eV) = 9.91

XYZ file:
```
20
C2H13NO4 ωB97M-V/def2-TZVPD
C 0.7944 2.1844 -0.7345
N 1.8458 1.2161 -0.4525
C 1.7056 0.3129 0.6108
O 1.7693 0.9049 1.9421
H -0.1637 1.6567 -0.7250
H 0.9321 2.5571 -1.7287
H 0.7636 2.9958 -0.0046
H 2.7644 1.6225 -0.5384
H 0.7774 -0.2533 0.5036
H 2.5098 -0.4243 0.6313
H 0.9943 1.4323 2.0077
H -0.3065 -2.4156 -1.7130
H 0.9909 -2.3859 -0.9591
O 0.0916 -2.7210 -0.8894
H -0.3429 -1.4223 3.7757
H 0.7616 -0.5217 3.1514
O -0.0986 -0.9282 2.9902
H -5.6030 -0.8721 -2.0167
H -5.0935 -1.9341 -3.0334
O -5.0926 -1.0041 -2.8176
```



The data favor (iii); the next most stable structure lies 31.6 kJ/mol above it.



(i)
Entry from the Open Molecules 2025 dataset: one molecule with the formula C4H5FN2O (ωB97M-V/def2-TZVPD).

Properties
- molar mass (u) = 116.095
- structure (SMILES) = NCc1cnc(F)o1
- gap between HOMO and LUMO (eV) = 10.04

XYZ file:
```
13
C4H5FN2O ωB97M-V/def2-TZVPD
C 0.3851 -0.3246 -1.2433
C -0.2541 -0.2537 0.1054
C -1.5341 -0.3314 0.6003
C -0.2906 -0.0044 2.2506
H 1.7273 1.1597 -0.9531
H 1.4213 0.9592 -2.5423
H -0.3909 -0.5223 -1.9594
H 1.0942 -1.1518 -1.2848
H -2.4671 -0.4826 0.0401
N 1.0044 0.9581 -1.5869
N -1.5244 -0.1789 1.9724
O 0.5629 -0.0342 1.2049
F 0.2659 0.2070 3.3962
```



(ii)
Entry from the Open Molecules 2025 dataset: one molecule with the formula C4H5FN2O (ωB97M-V/def2-TZVPD).

Properties
- molar mass (u) = 116.095
- gap between HOMO and LUMO (spin up / spin down) (eV) = 6.81 / 8.87

XYZ file:
```
13
C4H5FN2O ωB97M-V/def2-TZVPD
C 1.4113 -0.7479 0.9330
C 0.7895 -1.7348 1.5374
C -1.4478 -0.5909 0.0691
C -0.8690 1.4069 -1.1071
N 0.8514 0.1703 0.0036
N -0.5361 0.1808 -0.3641
O -2.5670 -0.9556 0.1505
F 1.3525 -2.5220 2.4731
H 2.4667 -0.4911 1.0429
H -1.1849 2.1958 -0.4226
H 0.0125 1.7390 -1.6512
H -1.6741 1.1833 -1.8042
H 1.3950 0.1662 -0.8605
```



The data favor (i); the next most stable structure lies 518.4 kJ/mol above it.



(i)
Entry from the Open Molecules 2025 dataset: C7H16N2 as an isolated structure (ωB97M-V/def2-TZVPD).

Properties
- molar mass (u) = 128.219
- gap between HOMO and LUMO (spin up / spin down) (eV) = 7.86 / 7.87

XYZ file:
```
25
C7H16N2 ωB97M-V/def2-TZVPD
C -1.9289 0.2623 0.4032
C -2.6201 -0.1994 -1.8361
N -2.0145 0.7379 -0.9004
H -0.7617 0.8233 -1.2455
H -0.8294 -0.2370 0.5293
H -2.6968 -0.4547 0.7127
H -1.8372 1.0661 1.1368
H -2.4332 -1.2584 -1.6015
H -2.2469 -0.0098 -2.8447
H -3.7048 -0.0546 -1.8484
C 0.7988 -1.6328 -0.6449
C 1.6186 1.6170 1.4173
C 0.8170 -0.1949 -0.1855
C 1.6193 0.1665 1.0079
C 2.3125 -0.7407 1.7017
N 0.5580 0.6928 -1.1455
H 0.8458 1.6372 -0.9042
H 0.4840 -2.3018 0.1551
H 1.7930 -1.9325 -0.9843
H 0.1145 -1.7323 -1.4849
H 0.6024 2.0136 1.4648
H 2.1827 2.2298 0.7091
H 2.0772 1.7400 2.3966
H 2.3881 -1.7741 1.4005
H 2.8616 -0.4632 2.5909
```



(ii)
Entry from the Open Molecules 2025 dataset: a 2-piece molecular cluster, C7H16N2 overall (ωB97M-V/def2-TZVPD).

Properties
- molar mass (u) = 128.219
- structure (SMILES) = C/N=C(/C)N.CC1CC1
- gap between HOMO and LUMO (eV) = 9.05

XYZ file:
```
25
C7H16N2 ωB97M-V/def2-TZVPD
C -1.8526 -0.4990 0.2544
C -2.8344 0.6194 0.1139
C -1.4989 1.2186 0.3895
C -1.2423 -1.1863 -0.8513
H -1.7615 -0.9629 1.2293
H -3.5874 0.6986 0.8910
H -3.2323 0.7593 -0.8866
H -1.0177 1.7280 -0.4283
H -1.2962 1.6294 1.3641
H 0.0146 -0.8541 -0.7678
H -1.5141 -0.8197 -1.8356
H -1.2894 -2.2683 -0.7921
C 1.0400 0.0649 1.9931
C 1.7128 0.7561 -1.5947
C 1.3483 -0.0598 -0.3654
N 2.1244 -1.2432 -0.2003
N 0.9937 0.6693 0.6803
H 2.8475 -1.2272 0.5041
H 2.4346 -1.6771 -1.0572
H 0.6750 -0.9666 2.0218
H 0.4616 0.6862 2.6797
H 2.0698 0.0547 2.3675
H 2.7515 1.0880 -1.5508
H 1.5686 0.1539 -2.4939
H 1.0843 1.6379 -1.6649
```



(iii)
Entry from the Open Molecules 2025 dataset: a 2-piece molecular cluster, C7H16N2 overall (ωB97M-V/def2-TZVPD).

Properties
- molar mass (u) = 128.219
- structure (SMILES) = C=C(C)NC.C=C(C)N
- gap between HOMO and LUMO (eV) = 9.03

XYZ file:
```
25
C7H16N2 ωB97M-V/def2-TZVPD
C 3.5111 1.6240 0.4861
C 3.9038 -2.1136 0.7073
N 3.3127 0.2237 0.7659
C 4.0661 -0.7424 0.1146
C 4.8165 -0.5187 -0.9620
H 3.1533 0.0194 1.7420
H 3.2856 1.8138 -0.5634
H 2.8233 2.2059 1.0972
H 4.5368 1.9612 0.6870
H 2.8480 -2.3743 0.7665
H 4.4150 -2.8552 0.1017
H 4.3176 -2.1454 1.7160
H 5.3171 -1.3292 -1.4582
H 4.9482 0.4562 -1.3925
C -4.7484 -0.9128 -0.5500
C -5.1137 0.5264 -0.3373
N -4.9825 0.9538 0.9794
C -5.5891 1.3070 -1.3030
H -5.0077 1.9542 1.1048
H -4.2504 0.5042 1.5073
H -4.9744 -1.2201 -1.5660
H -3.6840 -1.0656 -0.3680
H -5.3037 -1.5431 0.1430
H -5.8424 2.3377 -1.1236
H -5.7587 0.9330 -2.2946
```



(iv)
Entry from the Open Molecules 2025 dataset: a 2-piece molecular cluster, C7H16N2 overall (ωB97M-V/def2-TZVPD).

Properties
- molar mass (u) = 128.219
- structure (SMILES) = [H]/N=C(\N)CC.C=C(C)C
- gap between HOMO and LUMO (eV) = 9.62

XYZ file:
```
25
C7H16N2 ωB97M-V/def2-TZVPD
C 1.3892 -0.8956 0.6881
C 2.3627 -1.1291 1.8420
C 0.2920 0.0847 1.0544
N -0.8172 -0.5055 1.6722
N 0.6528 1.3047 1.2687
H -1.4835 0.1419 2.0634
H -0.9603 -1.4911 1.5370
H -0.1086 1.9080 1.5738
H 1.9443 -0.4844 -0.1564
H 0.9474 -1.8504 0.3847
H 2.7621 -0.1759 2.1755
H 1.8670 -1.6083 2.6844
H 3.1913 -1.7581 1.5218
C 0.1252 1.3362 -1.9073
C -1.3175 -0.7979 -1.7262
C -0.9595 0.5995 -1.1801
C -2.0717 1.2127 -0.7549
H 0.6660 0.6964 -2.5984
H 0.8448 1.7090 -1.1869
H -0.2738 2.2080 -2.4400
H -2.1760 -1.2495 -1.2407
H -1.4277 -0.8086 -2.8113
H -0.4522 -1.4206 -1.4910
H -2.1342 2.2890 -0.7289
H -2.8627 0.6850 -0.2439
```



The data favor (iii); the next most stable structure lies 65.7 kJ/mol above it.



(i)
Entry from the Open Molecules 2025 dataset: one molecule with the formula C7H16N2 (ωB97M-V/def2-TZVPD).

Properties
- molar mass (u) = 128.219
- structure (SMILES) = C/C(=C/NN)C(C)(C)C
- gap between HOMO and LUMO (eV) = 9.71

XYZ file:
```
25
C7H16N2 ωB97M-V/def2-TZVPD
C 0.0725 -0.8750 0.1532
C -1.3142 -1.2843 0.6527
C 1.1614 -1.6172 0.9318
C 0.1974 -1.2866 -1.3140
C 0.2546 1.1625 2.0324
N 0.3291 1.3772 -1.7433
C 0.2606 0.7389 0.5905
N -0.9040 1.7502 -2.3614
C 0.3999 1.6688 -0.3500
H 1.0709 1.8505 -2.2541
H -1.6301 1.1503 -1.9802
H -1.1598 2.7128 -2.1253
H 0.5056 2.7223 -0.0722
H -2.0837 -0.6750 0.1825
H -1.5084 -2.3256 0.3927
H -1.3946 -1.1785 1.7309
H 1.1721 -2.6692 0.6391
H 2.1442 -1.2068 0.7105
H 0.9896 -1.5641 2.0016
H 0.0922 -2.3711 -1.3937
H -0.5864 -0.8612 -1.9311
H 1.1712 -1.0185 -1.7143
H -0.7000 0.9284 2.5050
H 1.0301 0.6352 2.5894
H 0.4298 2.2360 2.1274
```



(ii)
Entry from the Open Molecules 2025 dataset: a 2-piece molecular cluster, C7H16N2 overall (ωB97M-V/def2-TZVPD).

Properties
- molar mass (u) = 128.219
- structure (SMILES) = C[C@H]1NN1C.C=C(C)C
- gap between HOMO and LUMO (eV) = 9.95

XYZ file:
```
25
C7H16N2 ωB97M-V/def2-TZVPD
C -1.7940 0.4929 -0.6382
C -1.4725 1.5420 0.3627
C 1.3818 -0.3972 0.9554
C 2.0707 0.9491 -1.0243
C 3.5110 -0.9478 -0.4330
C -2.9100 -1.1822 0.9572
C 2.4190 -0.2404 -0.1597
N -1.1734 -0.7712 -0.6928
N -2.5973 -0.6338 -0.4197
H -0.4664 1.9045 0.1190
H -1.4962 1.1010 1.3311
H -2.1949 2.3899 0.0590
H 1.2334 0.3995 1.6419
H 1.7599 -1.0777 1.6325
H 0.4469 -0.7402 0.5330
H 1.8586 1.8957 -0.3949
H 2.7999 1.2547 -1.6755
H 1.0426 0.7834 -1.3116
H -2.0809 0.8627 -1.5716
H 3.8362 -1.7553 0.1279
H 3.9672 -0.7752 -1.4745
H -3.6708 -0.6399 1.4377
H -3.3333 -2.1483 0.5692
H -2.0591 -1.2727 1.7045
H -1.0785 -0.9935 -1.6352
```



The data favor (i); the next most stable structure lies 235.9 kJ/mol above it.



(i)
Entry from the Open Molecules 2025 dataset: a 2-piece molecular cluster, C2HBrF2S overall (ωB97M-V/def2-TZVPD).

Properties
- molar mass (u) = 174.997
- gap between HOMO and LUMO (spin up / spin down) (eV) = 5.30 / 5.38

XYZ file:
```
7
C2HBrF2S ωB97M-V/def2-TZVPD
C 0.6465 -0.0318 0.4444
C 0.0738 0.0480 -0.7704
F -0.6016 -0.9547 -1.3932
F 0.2879 0.9923 -1.6148
S 0.5816 -1.4383 1.4531
Br -2.2856 0.6167 0.9989
H 1.2975 0.7678 0.8821
```



(ii)
Entry from the Open Molecules 2025 dataset: a 2-piece molecular cluster, C2HBrF2S overall (ωB97M-V/def2-TZVPD).

Properties
- molar mass (u) = 174.997
- gap between HOMO and LUMO (spin up / spin down) (eV) = 4.36 / 4.45

XYZ file:
```
7
C2HBrF2S ωB97M-V/def2-TZVPD
C 0.5201 -0.4271 0.4043
C 1.1172 0.4343 1.2508
F 1.5180 0.0439 2.4365
F 1.2747 1.7485 1.0453
S 0.4700 -2.1470 0.6214
Br 3.6928 -0.0623 -0.9000
H 0.0046 -0.1504 -0.5310
```



The data favor (i); the next most stable structure lies 44.6 kJ/mol above it.